(1)
Entry from the Open Molecules 2025 dataset: C19H27Ge2NiO3SSe3Te as an isolated structure (wB97M-V/def2-TZVPD).

Cartesian coordinates (Å):
Ni -1.1263 0.9924 -0.1822
Se -2.7059 2.3004 0.9224
Se -4.4581 0.8357 0.7018
Te -3.4597 -1.1322 -0.5838
Se -2.3112 -0.0019 -2.3711
O 2.1024 1.2306 -0.7048
S 0.9354 1.9447 -0.1614
C 1.3073 3.7316 -0.1906
C 0.7662 4.2612 1.1241
C 1.2840 3.2948 2.1917
C 1.0110 1.8824 1.6822
H 0.8497 4.1683 -1.0765
H 2.3932 3.7951 -0.2590
H -0.3277 4.2503 1.1054
H 1.0939 5.2843 1.3072
H 0.7983 3.4686 3.1511
H 2.3579 3.4430 2.3215
H 0.0458 1.5086 2.0282
H 1.7797 1.1509 1.9265
O -0.1528 -0.8619 -0.1922
O -1.0763 -0.6733 0.9149
C 2.6566 -4.5135 -2.2807
Ge 1.9580 -2.6652 -2.1150
C 0.7380 -2.2465 -3.6003
C 3.3787 -1.3100 -2.0366
Ge 0.7189 -2.4973 0.0095
C -0.8168 -3.7054 0.3249
C -1.2845 -4.4967 -0.7223
C -2.4435 -5.2504 -0.5821
C -3.1546 -5.2012 0.6071
C -2.6947 -4.4196 1.6603
C -1.5237 -3.6877 1.5253
C 1.8418 -2.3253 1.6154
C 3.0988 -2.9275 1.5754
C 3.9300 -2.9103 2.6852
C 3.5165 -2.2681 3.8437
C 2.2728 -1.6539 3.8912
C 1.4386 -1.6817 2.7825
H 3.1365 -4.6495 -3.2503
H 1.8497 -5.2410 -2.1921
H 3.3913 -4.7254 -1.5039
H 1.2308 -2.3906 -4.5625
H 0.4315 -1.2051 -3.5160
H -0.1613 -2.8603 -3.5724
H 3.7262 -1.0647 -3.0407
H 4.2314 -1.6450 -1.4465
H 2.9775 -0.4024 -1.5844
H -0.7338 -4.5252 -1.6573
H -2.7895 -5.8673 -1.4019
H -4.0740 -5.7628 0.7135
H -3.2505 -4.3802 2.5887
H -1.1680 -3.0800 2.3467
H 3.4261 -3.4160 0.6626
H 4.8989 -3.3920 2.6484
H 4.1697 -2.2372 4.7063
H 1.9503 -1.1597 4.7993
H 0.4720 -1.1910 2.8126

HOMO energy (spin up / spin down) in eV: -7.279 / -7.291
LUMO level (spin up / spin down) in eV: -0.167 / -1.644
HOMO-LUMO gap (spin up / spin down) in hartree: 0.2613 / 0.2075
Spin multiplicity: 4
E_tot in eV: -394523.5619


(2)
Entry from the Open Molecules 2025 dataset: C19H27MgN4O3S2 as an isolated structure (wB97M-V/def2-TZVPD).

Cartesian coordinates (Å):
Mg 0.7396 0.1909 -0.0222
N 2.5349 -3.5762 -0.1390
C 2.3373 -2.2186 -0.2998
S 1.2817 -1.7460 -1.5482
N 3.0744 -1.4337 0.4240
N 2.8125 -0.1229 0.2830
C 3.7148 0.7292 0.6004
C 3.5242 2.1400 0.4702
C 4.5801 3.0047 0.7714
C 4.4898 4.3630 0.5654
C 3.3141 4.8854 0.0329
C 2.2468 4.0683 -0.2476
C 2.2887 2.6719 -0.0174
O 1.2630 1.9454 -0.2532
H 1.7626 -4.1413 -0.4554
H 2.9040 -3.8321 0.7648
H 4.6964 0.3683 0.9326
H 5.4953 2.5835 1.1718
H 5.3203 5.0142 0.8054
H 3.2396 5.9463 -0.1689
H 1.3338 4.4780 -0.6590
C -2.1603 0.3321 2.4272
C -2.2022 0.9517 1.0587
C -3.2016 1.7867 0.6136
C -2.9037 2.0861 -0.7272
C -1.7380 1.4181 -1.0244
C -0.9809 1.4812 -2.3070
N -1.3007 0.7103 0.0545
H -3.1010 0.5511 2.9368
H -1.3618 0.7491 3.0454
H -2.0563 -0.7548 2.3752
H -4.0374 2.1629 1.1826
H -3.4763 2.7244 -1.3794
H -1.5966 1.9363 -3.0830
H -0.6655 0.4953 -2.6440
H -0.0816 2.0783 -2.1676
O -1.2574 -2.2204 0.4525
S -2.4221 -1.7256 -0.2981
C -3.5343 -3.2585 -0.3964
C -3.4755 -3.8264 -1.8046
C -2.1238 -3.3991 -2.3572
C -2.0403 -1.9159 -2.0844
H -4.5391 -2.9656 -0.1012
H -3.1235 -3.9517 0.3345
H -4.2676 -3.3957 -2.4232
H -3.5951 -4.9122 -1.8148
H -2.0168 -3.6333 -3.4168
H -1.3144 -3.8894 -1.8120
H -2.7921 -1.3397 -2.6219
H -1.0493 -1.5172 -2.2624
C 1.1483 -0.2758 3.1385
O 0.7078 -0.6201 1.8554
H 0.6782 -0.9097 3.9046
H 0.9552 0.7809 3.3756
H 2.2300 -0.4351 3.1630
H -0.2573 -0.6155 1.7956

HOMO energy in eV: -3.966
LUMO level in eV: 2.599
HOMO-LUMO gap in hartree: 0.2413
Total charge: -1
E_tot in eV: -59363.5456


(3)
Entry from the Open Molecules 2025 dataset: C19H27N2OPt as an isolated structure (wB97M-V/def2-TZVPD).

Cartesian coordinates (Å):
Pt -0.9788 -0.2265 0.4135
C 2.2280 1.3782 3.8255
C 2.4549 2.1004 2.4914
C 3.8266 2.8351 2.4932
C 2.2406 1.2634 1.2979
C 2.6262 1.7332 -0.0056
C 2.5615 0.9676 -1.1236
C 2.1046 -0.3936 -1.0411
C 2.1956 -1.2607 -2.2153
C 1.6589 -0.8656 0.2432
C 1.6790 -0.0534 1.3228
H 2.3464 2.1391 4.5860
H 2.9804 0.6100 3.9638
H 1.2071 0.9929 3.9384
H 1.6541 2.8551 2.3221
H 4.6170 2.0877 2.6971
H 3.8036 3.5382 3.3073
H 4.0574 3.3915 1.5996
H 3.0373 2.7230 -0.0918
H 2.9087 1.2685 -2.0864
H 1.6082 -2.1703 -2.0440
H 3.2353 -1.5931 -2.2512
H 1.9932 -0.7385 -3.1469
H 1.4354 -1.9236 0.3380
H 1.3693 -0.4754 2.2741
C -1.9921 -4.4710 -0.1949
C -2.0297 -2.9708 -0.1608
O -1.0116 -2.3197 0.2002
N -3.1720 -2.3646 -0.4750
C -3.5163 -0.9281 -0.5534
C -2.8903 -0.1581 -1.6776
C -3.6238 0.1502 -2.7908
C -3.1108 0.9977 -3.7584
C -1.7738 1.3922 -3.6148
C -1.0535 0.9943 -2.5237
N -1.6210 0.2609 -1.5355
H -1.5435 -4.8372 0.7295
H -1.4425 -4.8435 -1.0590
H -3.0083 -4.8518 -0.3329
H -3.9579 -2.9567 -0.6412
H -3.2567 -0.4256 0.4018
H -4.6132 -0.8659 -0.6771
H -4.6344 -0.2119 -2.8814
H -3.7288 1.2281 -4.6295
H -1.3542 2.0210 -4.3760
H -0.0394 1.3069 -2.3763
C -1.3649 0.8113 2.2901
H -2.4306 0.9113 2.5066
H -0.8780 1.7476 2.0284
H -0.8033 0.2000 2.9937

HOMO energy (spin up / spin down) in eV: -19.080 / -19.738
LUMO level (spin up / spin down) in eV: -9.656 / -13.295
HOMO-LUMO gap (spin up / spin down) in hartree: 0.3463 / 0.2368
Total charge: +3
Spin multiplicity: 5
E_tot in eV: -28383.3479


Respective ΔE to the lowest compared entry with this formula, charge and spin values: 7.45; 27.33; 0.00 kcal/mol.